Computed, not measured: 2 unconnected molecules or ions with the total composition C3H7NO in a non-equilibrium geometry, with wB97M-V/def2-TZVPD.

Results
SMILES   C=CN.C=O
LUMO level   0.60 eV
Kohn-Sham gap   9.401 eV
HOMO   -8.80 eV
2S+1   1
Electronic energy   -248.39503 Ha

The geometry in XYZ format:
```
12
Properties=species:S:1:pos:R:3:lowdin_charge:R:1
O -2.03 -1.42 0.88 -0.062
C -1.93 -1.58 -0.36 -0.111
H -1.84 -0.68 -0.96 0.052
H -2.44 -2.45 -0.83 0.081
C 1.92 0.22 -0.48 -0.062
C 1.30 0.86 0.50 -0.269
N -0.19 1.01 0.52 0.004
H 1.39 -0.22 -1.39 0.070
H 2.98 -0.07 -0.56 0.042
H 1.87 1.46 1.36 0.133
H -0.54 1.53 -0.18 0.009
H -0.50 1.34 1.50 0.113
```